# 1
The following is a quantum chemistry calculation of one molecule with the formula C5H6O2, from OMol25.

Structure (ORCA input):
```
! wB97M-V def2-TZVPD RIJCOSX def2/J DEFGRID3
* xyz 0 1
O -1.8525 -0.5314 0.7849
C -1.0700 -0.7551 -0.3759
C -0.6610 0.5372 -1.0487
C 0.2774 1.4129 -0.7050
O 1.2020 1.3479 0.3318
C 1.5939 0.1939 0.8052
C 2.0225 -0.8195 1.2898
H -1.2717 -0.1496 1.4558
H -0.2001 -1.3805 -0.1510
H -1.7132 -1.3171 -1.0571
H -1.2663 0.8626 -1.8907
H 0.4052 2.3645 -1.2074
H 2.4151 -1.7260 1.6906
*
```

HOMO energy in eV: -9.444

***

# 2
The following is a quantum chemistry calculation of one molecule with the formula C5H6O2 in a non-equilibrium geometry, from OMol25.

Structure (ORCA input):
```
! wB97M-V def2-TZVPD RIJCOSX def2/J DEFGRID3
* xyz 0 1
C -1.3731 1.6921 -1.2254
C -0.1582 1.2641 -0.8156
C -0.2021 -0.0253 0.0188
C 1.0014 -1.1449 1.5564
C 1.0574 -1.9623 0.4880
H -2.3736 1.1152 -1.0906
H -1.0557 2.8698 -1.3678
H 0.7033 1.8824 -1.0673
H -1.3072 -0.3326 0.2170
H 1.4622 -1.3995 2.4931
H 1.4669 -2.7772 0.1307
O 0.3995 0.1220 1.3287
O 0.3794 -1.3038 -0.6661
*
```

HOMO energy in eV: -8.451

***

# 3
The following is a quantum chemistry calculation of C5H6O2 as an isolated structure, from OMol25.

Structure (ORCA input):
```
! wB97M-V def2-TZVPD RIJCOSX def2/J DEFGRID3
* xyz 0 1
C 0.1255 1.0133 1.0649
O 0.6607 1.3959 -0.1965
C 0.0959 0.4801 -1.1047
C 0.5258 -0.9628 -0.9570
O 1.1333 -1.1104 0.3239
C -0.0387 -0.4923 0.9218
C -0.7890 -0.5293 -0.4171
H -0.9082 1.3879 1.1384
H 0.7495 1.4207 1.8652
H -0.1383 0.9036 -2.0740
H 0.7472 -1.6584 -1.7602
H -0.4000 -1.0374 1.7965
H -1.8182 -0.8001 -0.6055
*
```

HOMO energy in eV: -8.914

***

# 4
The following is a quantum chemistry calculation of one molecule with the formula C5H6O2, from OMol25.

Structure (ORCA input):
```
! wB97M-V def2-TZVPD RIJCOSX def2/J DEFGRID3
* xyz 0 1
O 1.1990 2.1050 0.6056
C 0.7153 1.0516 0.2654
C 1.5001 -0.2193 -0.0759
O 0.6689 -0.9898 -0.9260
C -0.6567 -0.5382 -0.7965
C -1.2437 -0.5707 0.5645
C -0.7134 0.7424 -0.0084
H 1.7412 -0.7622 0.8511
H 2.4335 0.0124 -0.5923
H -1.2440 -0.6883 -1.6935
H -0.6799 -1.0613 1.3542
H -2.3228 -0.6379 0.6673
H -1.3977 1.5564 -0.2156
*
```

HOMO energy in eV: -9.427

***

# 5
The following is a quantum chemistry calculation of one molecule with the formula C5H6O2, from OMol25.

Structure (ORCA input):
```
! wB97M-V def2-TZVPD RIJCOSX def2/J DEFGRID3
* xyz 0 1
C 0.8078 0.6169 1.4542
C 0.0865 -0.2763 0.4551
O -1.2409 0.2661 0.3410
C -2.0535 -0.1685 -0.6442
O -3.2317 0.0522 -0.6341
C 0.8079 -0.3265 -0.8270
C 1.4297 -0.3438 -1.8581
H 0.9275 1.6138 1.0268
H 1.8014 0.2225 1.6862
H 0.2108 0.6969 2.3665
H -0.0013 -1.2915 0.8612
H -1.5314 -0.7045 -1.4577
H 1.9873 -0.3574 -2.7700
*
```

HOMO energy in eV: -10.389

***

# 6
The following is a quantum chemistry calculation of C5H6O2 as an isolated structure in a non-equilibrium geometry, from OMol25.

Structure (ORCA input):
```
! wB97M-V def2-TZVPD RIJCOSX def2/J DEFGRID3
* xyz 0 1
C 1.0401 -1.1219 1.5582
C 0.5891 0.1222 0.8651
C 0.3123 0.3207 -1.3499
O 0.9813 1.2429 1.0136
O 0.6386 -0.7635 -1.7382
H 0.7757 1.3009 -1.4842
H 1.7384 -0.8756 2.3570
H 1.4821 -1.8158 0.8440
H 0.1697 -1.5926 2.0216
C -1.3410 0.6661 -1.1596
C -2.4595 1.0410 -1.4269
H -3.4144 1.4749 -1.5876
H -0.5125 0.0008 0.0868
*
```

HOMO energy in eV: -9.121

***

# 7
The following is a quantum chemistry calculation of one molecule with the formula C5H6O2, from OMol25.

Structure (ORCA input):
```
! wB97M-V def2-TZVPD RIJCOSX def2/J DEFGRID3
* xyz 0 1
O 1.1339 -1.4523 -1.3138
C 1.0137 -0.1602 -0.7605
C -0.4255 0.0422 -0.2554
C -0.7427 -1.0875 0.8067
O -0.0495 -1.3582 1.7566
C -0.5936 1.4034 0.2906
C -0.7721 2.4771 0.8116
H 1.1070 -2.0797 -0.5766
H 1.6666 -0.0310 0.1093
H 1.2883 0.5698 -1.5373
H -1.0899 -0.0564 -1.1296
H -1.6216 -1.7293 0.5954
H -0.9147 3.4622 1.2029
*
```

HOMO energy in eV: -9.967

***

# 8
The following is a quantum chemistry calculation of one molecule with the formula C5H6O2, from OMol25.

Structure (ORCA input):
```
! wB97M-V def2-TZVPD RIJCOSX def2/J DEFGRID3
* xyz 0 1
O 2.4684 1.1971 -0.6693
C 2.3559 0.0134 0.1027
C 0.9641 -0.3110 0.4200
C -0.2185 -0.4140 0.6218
C -1.6623 -0.4833 0.8007
C -2.3524 -0.0229 -0.4728
O -3.3280 0.6810 -0.4684
H 1.8799 1.8571 -0.2745
H 2.8911 0.0839 1.0588
H 2.8142 -0.7931 -0.4837
H -2.0028 0.1397 1.6346
H -1.9554 -1.5221 0.9972
H -1.8687 -0.3828 -1.4087
*
```

HOMO energy in eV: -9.953

***

# 9
The following is a quantum chemistry calculation of one molecule with the formula C5H6O2 in a non-equilibrium geometry, from OMol25.

Structure (ORCA input):
```
! wB97M-V def2-TZVPD RIJCOSX def2/J DEFGRID3
* xyz 0 1
O 1.2197 0.1877 -1.9809
C 1.0829 0.3899 -0.6055
C -0.4024 0.4016 -0.1346
C -1.1976 -0.8514 -0.4474
O -0.7447 -1.7449 -1.1175
C -0.4094 0.3854 1.3546
C -0.2847 0.3463 2.5551
H 0.8630 -0.7002 -2.1134
H 1.6200 -0.3787 -0.0342
H 1.5546 1.3585 -0.3960
H -0.9227 1.1950 -0.7239
H -2.2064 -0.9718 0.0162
H -0.1724 0.3828 3.6275
*
```

HOMO energy in eV: -10.123

***

# 10
The following is a quantum chemistry calculation of C5H6O2 as an isolated structure in a non-equilibrium geometry, from OMol25.

Structure (ORCA input):
```
! wB97M-V def2-TZVPD RIJCOSX def2/J DEFGRID3
* xyz 0 1
C -0.6324 -0.0619 0.6474
C -0.2384 -1.9757 0.1115
C -1.5727 0.7347 0.9222
C 0.7856 -0.1147 0.1868
C 0.9902 0.7867 -1.0369
O -0.8116 -2.9990 0.0472
O 0.9979 -1.4615 -0.0906
H -1.4014 1.7405 0.9033
H -2.6152 0.4493 1.0133
H 1.5075 0.1753 1.0144
H 0.5579 1.7138 -0.6917
H 0.3960 0.2526 -1.7260
H 2.0366 0.7598 -1.3008
*
```

HOMO energy in eV: -9.202

***

# 11
The following is a quantum chemistry calculation of one molecule with the formula C5H6O2, from OMol25.

Structure (ORCA input):
```
! wB97M-V def2-TZVPD RIJCOSX def2/J DEFGRID3
* xyz 0 1
O 0.1382 -0.8386 -2.3761
C -0.5662 -0.0087 -1.4865
C 0.0564 0.0147 -0.0972
C -0.0325 0.9335 0.8362
C -0.0392 1.6352 1.9356
C 0.7245 -1.2036 0.4352
O 0.4559 -2.3291 0.0770
H 0.0425 -1.7469 -2.0545
H -1.6233 -0.3044 -1.4172
H -0.5357 0.9987 -1.9108
H -0.8058 1.4632 2.6879
H 0.7169 2.3874 2.1391
H 1.4683 -1.0014 1.2313
*
```

HOMO energy in eV: -9.919

***

# 12
The following is a quantum chemistry calculation of one molecule with the formula C5H6O2 in a non-equilibrium geometry, from OMol25.

Structure (ORCA input):
```
! wB97M-V def2-TZVPD RIJCOSX def2/J DEFGRID3
* xyz 0 1
O 0.9698 2.1109 0.8495
C 0.6122 1.0397 0.4211
C 1.5476 -0.0856 -0.0117
O 0.8051 -0.9322 -0.8646
C -0.5010 -0.4625 -1.0161
C -1.3487 -0.6284 0.4569
C -0.7801 0.6692 0.0587
H 1.8995 -0.6706 0.8516
H 2.4069 0.3513 -0.5415
H -0.8936 -0.9435 -1.9203
H -0.8063 -1.3335 1.0690
H -2.4380 -0.6216 0.6569
H -1.4734 1.5070 -0.0096
*
```

HOMO energy in eV: -8.832

***

Gap between HOMO and LUMO
In order: 10.246; 9.550; 9.943; 10.337; 11.231; 9.206; 10.572; 10.685; 10.905; 10.116; 10.373; 9.733
Unit: eV
ΔE to the lowest compared entry with this formula, charge and spin
In order: 361.4; 410.4; 289.4; 134.4; 198.0; 543.8; 255.5; 231.6; 253.8; 305.0; 214.5; 237.7
Unit: kJ/mol
E_LUMO
In order: 0.80; 1.10; 1.03; 0.91; 0.84; 0.09; 0.60; 0.73; 0.78; 0.91; 0.45; 0.90
Unit: eV